[1]
2 unconnected molecules or ions with the total composition C3H10N4. Source: the OMol25 dataset; level of theory: the ωB97M-V functional and the def2-TZVPD basis.

```
! RIJCOSX wB97M-V def2-TZVPD def2/J DEFGRID3
* xyz 2 1
C 1.103 -0.613 0.550
C -2.136 -0.326 -0.202
C -2.055 -1.108 -1.197
N 2.370 -0.968 0.448
N -2.395 0.416 0.773
N 0.485 0.477 0.245
N 1.264 1.592 -0.278
H 0.436 -1.361 0.964
H -1.232 -1.192 -1.888
H -2.882 -1.784 -1.409
H 1.418 1.521 -1.300
H 2.661 -1.877 0.781
H -2.161 0.159 1.733
H -2.887 1.302 0.644
H 0.714 2.447 -0.103
H 3.111 -0.402 0.058
H 2.187 1.716 0.180
*
```

Its HOMO-LUMO gap is 10.7990 eV. As for the strongest force on any atom: 1.08 eV Å⁻¹. As for the LUMO energy: -7.664 eV. The relative energy (zero: lowest compared OMol25 entry of this formula, charge and spin) is 252.8 kJ/mol. For the highest occupied orbital energy, the calculation gives -18.5 eV.



[2]
2 unconnected molecules or ions with the total composition C3H10N4O3S. Source: the OMol25 dataset; level of theory: the ωB97M-V functional and the def2-TZVPD basis.

```
! RIJCOSX wB97M-V def2-TZVPD def2/J DEFGRID3
* xyz 0 1
H -2.362 -0.601 0.773
N -1.528 -0.356 0.252
C -1.561 0.808 -0.240
N -2.662 1.653 -0.165
N -0.502 1.183 -1.133
C 0.798 0.625 -0.998
S 1.857 1.268 0.434
O 3.134 1.506 -0.108
O 1.095 2.273 1.046
O 1.954 0.012 1.397
H -2.931 2.429 -0.725
H -3.264 1.325 0.437
H -0.455 2.217 -1.043
H 0.830 -0.472 -0.906
H 1.275 0.838 -1.866
H 1.602 -0.904 1.033
C 0.109 -2.648 0.301
N 1.393 -2.538 0.502
H -0.380 -3.591 0.278
H -0.454 -1.772 0.036
H 2.052 -3.254 0.695
*
```

Its HOMO-LUMO gap is 10.1927 eV. As for the strongest force on any atom: 5.76 eV Å⁻¹. As for the LUMO energy: 0.632 eV. The relative energy (zero: lowest compared OMol25 entry of this formula, charge and spin) is 66.8 kJ/mol. For the highest occupied orbital energy, the calculation gives -9.6 eV.



[3]
A gas-phase ion, C3H10N4S (charge +2). Source: the OMol25 dataset; level of theory: the ωB97M-V functional and the def2-TZVPD basis.

```
! RIJCOSX wB97M-V def2-TZVPD def2/J DEFGRID3
* xyz 2 1
C -0.164 0.239 -0.655
C -0.666 2.441 0.524
C 0.773 -2.016 -1.023
N -0.296 0.271 1.663
N -0.367 1.055 0.403
N 0.232 -0.970 -0.223
N 0.014 -1.016 1.223
S -0.232 0.978 -2.221
H -1.730 2.624 0.414
H -0.247 2.689 1.432
H -0.140 3.077 -0.186
H 0.819 -2.861 -0.367
H 1.695 -1.797 -1.423
H 0.070 -2.305 -1.851
H 0.350 0.800 2.279
H 0.971 -1.375 1.607
H -0.879 -1.680 1.407
H -0.203 -0.154 -3.001
*
```

Its HOMO-LUMO gap is 10.2038 eV. As for the strongest force on any atom: 3.24 eV Å⁻¹. As for the LUMO energy: -8.284 eV. The relative energy (zero: lowest compared OMol25 entry of this formula, charge and spin) is 203.7 kJ/mol. For the highest occupied orbital energy, the calculation gives -18.5 eV.



[4]
2 unconnected molecules or ions with the total composition C3H10N4S. Source: the OMol25 dataset; level of theory: the ωB97M-V functional and the def2-TZVPD basis.

```
! RIJCOSX wB97M-V def2-TZVPD def2/J DEFGRID3
* xyz 2 1
C -1.976 1.123 0.302
C 1.184 -0.707 -1.494
C -2.786 -1.245 0.587
N 2.338 0.311 0.332
N 1.363 0.206 -0.411
N -2.299 0.041 0.350
N 2.622 1.397 1.050
S -1.379 2.616 -0.090
H 1.538 -0.075 -2.338
H 1.720 -1.654 -1.513
H 0.065 -0.825 -1.676
H -3.925 -1.043 0.888
H -2.244 -1.855 1.227
H -2.842 -1.647 -0.412
H 3.233 -0.403 0.348
H 2.776 1.263 2.044
H 2.087 2.235 0.846
H -2.363 3.108 0.678
*
```

Its HOMO-LUMO gap is 10.1475 eV. As for the strongest force on any atom: 4.92 eV Å⁻¹. As for the LUMO energy: -8.528 eV. The relative energy (zero: lowest compared OMol25 entry of this formula, charge and spin) is 112.3 kJ/mol. For the highest occupied orbital energy, the calculation gives -18.7 eV.



[5]
3 unconnected molecules or ions with the total composition C3H10NO. Source: the OMol25 dataset; level of theory: the ωB97M-V functional and the def2-TZVPD basis.

```
! RIJCOSX wB97M-V def2-TZVPD def2/J DEFGRID3
* xyz 1 1
C -1.397 -0.190 -0.439
C -0.802 1.202 -0.067
C -0.855 2.287 -0.887
N -0.254 1.418 1.164
H -1.844 -0.693 0.427
H -2.039 -0.077 -1.281
H -0.442 -0.652 -0.799
H -0.231 3.069 -0.523
H -1.478 2.462 -1.706
H 0.370 0.615 1.392
H 0.476 2.196 1.051
H 0.630 -1.367 0.157
H 2.662 -4.188 0.629
H 2.221 -2.783 0.375
O 2.984 -3.298 0.508
*
```

Its HOMO-LUMO gap is 4.9244 eV. As for the strongest force on any atom: 4.28 eV Å⁻¹. As for the LUMO energy: -9.343 eV. The relative energy (zero: lowest compared OMol25 entry of this formula, charge and spin) is 731.0 kJ/mol. For the highest occupied orbital energy, the calculation gives -14.3 eV.



[6]
2 unconnected molecules or ions with the total composition C3H10NO. Source: the OMol25 dataset; level of theory: the ωB97M-V functional and the def2-TZVPD basis.

```
! RIJCOSX wB97M-V def2-TZVPD def2/J DEFGRID3
* xyz 1 1
C 0.642 -2.249 0.202
N 0.936 -0.908 0.652
H 1.599 -2.849 -0.336
H -0.112 -2.273 -0.563
H 0.204 -2.884 1.014
H 1.683 -0.991 1.302
H 1.206 -0.105 -0.053
H -0.003 -0.468 1.128
C -0.446 1.832 0.792
C -0.948 1.410 -0.395
O -0.375 0.541 -1.349
H 0.540 2.253 1.027
H -1.174 1.815 1.705
H -2.043 1.615 -0.704
H -0.936 -0.052 -1.883
*
```

Its HOMO-LUMO gap is 9.4915 eV. As for the strongest force on any atom: 4.60 eV Å⁻¹. As for the LUMO energy: -3.711 eV. The relative energy (zero: lowest compared OMol25 entry of this formula, charge and spin) is 312.1 kJ/mol. For the highest occupied orbital energy, the calculation gives -13.2 eV.